A cluster of 3 separate species, C20H46N6O7PS in total. Source: the Open Molecules 2025 dataset; level of theory: ωB97M-V with the def2-TZVPD basis set.

Structure (ORCA input):
```
! wB97M-V def2-TZVPD RIJCOSX def2/J DEFGRID3
* xyz -1 1
C 3.923 -0.402 0.323
C 3.483 1.145 0.028
S 2.346 1.087 -1.441
C 0.780 2.076 -1.092
N -0.335 1.301 -0.483
C 0.080 0.122 0.273
C -0.935 -0.635 1.234
C -0.123 -1.919 1.838
C -0.883 -2.264 3.244
C -0.975 -3.836 3.547
C -1.607 -4.709 2.361
C -2.983 -4.136 1.766
C -3.170 -4.819 0.297
O -2.909 -3.808 -0.708
C -1.657 -4.058 -1.390
C -1.415 2.152 0.069
C -2.838 1.492 -0.308
C -3.776 1.027 0.888
C -4.570 -0.335 0.461
C -4.966 2.075 1.267
C -1.220 2.613 1.591
O -2.118 3.209 2.296
O 0.009 2.471 2.254
P -1.547 3.866 -0.847
N -2.917 4.623 -0.450
O -1.696 3.635 -2.566
O -0.312 4.950 -0.424
H 3.965 -0.644 1.436
H 4.928 -0.609 -0.183
H 3.138 -1.087 -0.141
H 4.441 1.705 -0.231
H 2.992 1.629 0.953
H 1.115 2.850 -0.320
H 0.547 2.518 -2.126
H 0.392 -0.697 -0.487
H 0.972 0.419 0.952
H -1.297 -0.055 2.142
H -1.763 -1.086 0.589
H 0.905 -1.528 2.137
H -0.107 -2.805 1.124
H -1.968 -1.888 3.103
H -0.455 -1.653 4.107
H -1.687 -3.956 4.451
H 0.091 -4.178 3.832
H -0.854 -4.776 1.497
H -1.820 -5.747 2.780
H -3.841 -4.429 2.476
H -2.996 -3.009 1.592
H -2.434 -5.706 0.227
H -4.258 -5.180 0.198
H -1.330 -3.096 -1.918
H -1.808 -4.846 -2.203
H -0.805 -4.384 -0.706
H -2.595 0.554 -0.932
H -3.487 2.144 -1.010
H -3.251 0.805 1.877
H -5.350 -0.497 1.300
H -3.907 -1.261 0.473
H -5.136 -0.211 -0.520
H -4.743 2.659 2.228
H -5.971 1.545 1.449
H -5.165 2.794 0.382
H -3.448 4.077 0.235
H -1.870 2.667 -2.642
H 0.301 5.068 -1.187
C 8.244 -0.265 0.238
O 7.280 -0.951 0.534
N 8.288 1.071 0.469
N 9.355 -0.777 -0.350
H 9.070 1.654 0.233
H 7.481 1.489 0.904
H 9.360 -1.766 -0.538
H 10.158 -0.230 -0.602
C 1.628 3.312 -4.792
O 2.028 3.825 -3.760
N 1.734 1.982 -5.036
N 1.040 4.027 -5.786
H 1.411 1.540 -5.876
H 2.165 1.417 -4.319
H 0.943 5.018 -5.642
H 0.704 3.624 -6.641
*
```

Results
- LUMO energy (eV) = 2.00
- HOMO level (eV) = -4.22

Atom charges from the Mulliken analysis, given in e for atoms 1 to 2: atom 1 (C): -0.756, atom 2 (C): -0.452